Density functional theory data (wB97M-V/def2-TZVPD) for a structure of composition C21H36CuP2S at a distorted geometry.

```
! RIJCOSX wB97M-V def2-TZVPD def2/J DEFGRID3
* xyz 0 2
P -1.6563 1.4546 -1.4227
P 2.3975 0.0395 -1.0673
C -0.0507 1.4296 -2.2977
C 1.0098 0.3346 -2.3285
H 0.4132 2.4039 -2.0838
H -0.4239 1.5234 -3.3689
H 0.5530 -0.6376 -2.5089
H 1.6247 0.5461 -3.2240
C 3.5851 1.3526 -1.4951
H 4.4332 1.2249 -0.8086
H 3.1301 2.3344 -1.3264
H 3.9471 1.2774 -2.5298
C 3.1858 -1.3301 -1.9941
H 3.5550 -1.0142 -2.9814
H 2.4981 -2.1739 -2.1199
H 4.0431 -1.6681 -1.4032
C -2.3256 3.0866 -1.8711
H -3.0120 3.4432 -1.0859
H -2.8813 3.0329 -2.8244
H -1.5150 3.8215 -1.9936
C -2.7883 0.2677 -2.1961
H -2.3683 -0.7442 -2.2077
H -3.0433 0.5551 -3.2299
H -3.7103 0.2593 -1.5925
Cu -0.0842 0.5462 -5.1433
C 1.2263 -0.1316 -6.3282
C 1.7538 0.9990 -5.6791
C 1.5079 2.4172 -6.0891
C -0.0171 2.8561 -6.3566
C -1.0964 2.1415 -5.5986
C -1.7090 0.9702 -6.1011
C -1.2268 0.2422 -7.3473
C 0.3072 -0.0865 -7.5277
C -1.4202 1.1591 0.3119
H 1.6533 -1.1203 -6.1128
H 2.5138 0.8242 -4.9229
H 2.0770 2.6645 -6.9958
H 1.9123 3.0708 -5.2985
H -0.0624 3.9199 -6.0785
H -0.1857 2.7571 -7.4427
H -1.5561 2.6319 -4.7327
H -2.6499 0.5925 -5.7012
H -1.5027 0.8279 -8.2392
H -1.7782 -0.7101 -7.3711
H 0.2934 -1.1098 -7.9370
H 0.7162 0.6356 -8.2506
H -1.1664 0.1100 0.5432
H -2.3728 1.4212 0.8090
H -0.6303 1.8266 0.6987
S -0.0357 -2.2951 -0.5598
C 0.3390 -2.2894 1.0722
C -0.4492 -2.9941 2.0166
C -0.1340 -2.9471 3.3666
C 0.9849 -2.2245 3.8117
C 1.7690 -1.5275 2.8923
C 1.4603 -1.5638 1.5412
H -1.3024 -3.5546 1.6414
H -0.7533 -3.4667 4.0922
H 1.2405 -2.2034 4.8745
H 2.6346 -0.9434 3.2168
H 2.0749 -1.0136 0.8200
*
```

Results
- Energy relative to the best compared isomer or geometry (same formula, charge and spin): 18.7 kcal/mol
- <S²>: 0.7576
- HOMO (spin up / spin down): -5.51 / -5.58 eV
- Orbital gap (spin up / spin down): 5.47 / 5.48 eV

---

Density functional theory data (wB97M-V/def2-TZVPD) for an isolated molecule of C21H36N4O3.

```
! RIJCOSX wB97M-V def2-TZVPD def2/J DEFGRID3
* xyz 0 1
C 4.7495 3.1891 1.2773
C 4.1980 2.7284 -0.0703
C 3.6082 3.9172 -0.8271
C 3.1265 1.6446 0.0862
C 3.6575 0.3493 0.6969
N 2.6648 -0.7170 0.6648
C 2.9329 -1.7211 1.6810
C 2.0394 -2.9393 1.4769
N 2.3846 -3.5190 0.2014
C 2.7568 -2.7485 -0.8400
O 3.2295 -3.2044 -1.8592
C 2.4356 -1.2612 -0.6721
C 0.9578 -1.1339 -1.1194
C 0.4596 0.2825 -1.3366
O 0.4580 0.7938 -2.4411
N -0.0258 0.9655 -0.2639
C -0.9191 2.0759 -0.5075
C -2.1915 1.9126 0.3513
N -2.4962 0.5226 0.6096
C -3.8245 -0.0133 0.3564
C -4.1713 0.0205 -1.1334
C -5.5232 -0.6496 -1.3617
C -6.6081 0.0438 -0.5428
C -6.2523 0.0253 0.9410
C -4.9019 0.6971 1.1766
C -1.5217 -0.2814 1.0869
O -1.6761 -1.4461 1.4029
C -0.1653 0.4119 1.0648
H 3.9420 3.5373 1.9184
H 5.4502 4.0088 1.1354
H 5.2728 2.3836 1.7855
H 5.0233 2.3163 -0.6618
H 2.8025 4.3688 -0.2516
H 3.2069 3.6003 -1.7866
H 4.3683 4.6745 -1.0044
H 2.3171 2.0234 0.7117
H 2.7095 1.4338 -0.8987
H 3.9053 0.5232 1.7462
H 4.5831 0.0467 0.1787
H 2.7422 -1.2728 2.6611
H 3.9850 -2.0583 1.6542
H 2.2172 -3.6701 2.2673
H 0.9816 -2.6519 1.5067
H 2.5415 -4.5122 0.1228
H 3.0495 -0.7242 -1.4032
H 0.8873 -1.6175 -2.0971
H 0.3042 -1.6606 -0.4255
H -1.1511 2.0777 -1.5759
H -0.4292 3.0247 -0.2612
H -2.0567 2.4359 1.3071
H -3.0359 2.3713 -0.1603
H -3.7691 -1.0585 0.6810
H -3.3929 -0.4937 -1.7006
H -4.2197 1.0530 -1.4868
H -5.7763 -0.6140 -2.4229
H -5.4608 -1.6989 -1.0666
H -7.5662 -0.4548 -0.6995
H -6.7118 1.0784 -0.8787
H -6.2061 -1.0082 1.2898
H -7.0243 0.5396 1.5166
H -4.6405 0.6557 2.2359
H -4.9674 1.7476 0.8840
H -0.1276 1.2286 1.7922
H 0.6489 -0.2779 1.2753
*
```

Results
- Energy relative to the best compared isomer or geometry (same formula, charge and spin): 31.8 kcal/mol
- SMILES: CC(C)CCN1CCNC(=O)[C@H]1CC(=O)N1CCN(C2CCCCC2)C(=O)C1
- HOMO: -8.66 eV
- Orbital gap: 9.27 eV

---

Density functional theory data (wB97M-V/def2-TZVPD) for an isolated molecule of C21H36N4O3.

```
! RIJCOSX wB97M-V def2-TZVPD def2/J DEFGRID3
* xyz 0 1
C 2.6148 1.9660 1.6706
C 3.3983 2.4952 0.4739
C 4.4746 1.5147 -0.0083
C 4.0255 0.5745 -1.1316
N 2.8335 -0.1915 -0.7924
C 1.5688 0.1337 -1.2142
N 1.3796 1.2278 -2.0050
C 0.4736 -0.5875 -0.7892
N -0.8201 -0.2722 -1.2815
C -1.4165 -1.2626 -2.1672
C -0.7884 -1.2504 -3.5666
C -1.2606 -0.0326 -4.3585
C -1.1472 -2.5358 -4.3068
C -1.5781 0.7801 -0.8480
O -2.6576 1.0250 -1.3473
C -0.9738 1.6475 0.2379
C -2.0097 1.9850 1.3144
C -2.3246 0.8494 2.2969
C -2.9614 -0.3666 1.6253
C -3.3922 -1.3833 2.6782
C -2.1817 -1.8297 3.4916
C -1.5153 -0.6276 4.1543
C -1.1033 0.3957 3.0994
C 0.6230 -1.7158 0.0893
O -0.2588 -2.4281 0.5226
N 1.9543 -1.9640 0.4352
C 3.0669 -1.2777 0.0463
O 4.1811 -1.5874 0.3968
H 1.8434 2.6751 1.9616
H 3.2784 1.8154 2.5189
H 2.1371 1.0160 1.4465
H 2.7100 2.7273 -0.3407
H 3.8798 3.4292 0.7696
H 4.8149 0.9086 0.8317
H 5.3365 2.0651 -0.3893
H 4.8230 -0.1528 -1.3096
H 3.8601 1.1340 -2.0518
H 2.1310 1.5639 -2.5820
H 0.4570 1.2838 -2.4114
H -1.2971 -2.2471 -1.7074
H -2.4803 -1.0276 -2.2338
H 0.3035 -1.2109 -3.4546
H -1.1625 0.8821 -3.7772
H -2.3119 -0.1430 -4.6119
H -0.6930 0.0763 -5.2805
H -0.7263 -2.5273 -5.3096
H -0.7617 -3.4046 -3.7784
H -2.2271 -2.6337 -4.3874
H -0.6502 2.5790 -0.2353
H -0.1041 1.1718 0.6818
H -1.6464 2.8434 1.8858
H -2.9327 2.2802 0.8109
H -3.0543 1.2570 3.0090
H -3.8176 -0.0545 1.0243
H -2.2401 -0.8472 0.9639
H -4.1381 -0.9360 3.3408
H -3.8485 -2.2470 2.1914
H -2.4838 -2.5539 4.2515
H -1.4704 -2.3160 2.8211
H -0.6374 -0.9508 4.7191
H -2.2127 -0.1649 4.8576
H -0.6250 1.2558 3.5761
H -0.3753 -0.0736 2.4349
H 2.1172 -2.7548 1.0489
*
```

Results
- Energy relative to the best compared isomer or geometry (same formula, charge and spin): 0.0 kcal/mol
- SMILES: CCCCn1c(N)c(N(CC(C)C)C(=O)CCC2CCCCC2)c(=O)[nH]c1=O
- HOMO: -8.64 eV
- Orbital gap: 9.03 eV

---

Density functional theory data (wB97M-V/def2-TZVPD) for a structure of composition C21H36N5SeSi2Tl at a distorted geometry.

```
! RIJCOSX wB97M-V def2-TZVPD def2/J DEFGRID3
* xyz 2 1
Tl 0.9700 0.7218 0.1695
C 0.1746 -3.4366 2.0647
Si -0.9505 -2.9155 0.6076
C -2.2375 -4.3271 0.4856
C -0.0133 -2.8772 -1.0780
C -1.7286 -1.2691 1.2075
C -1.4560 -0.8240 2.5625
C -2.3265 -1.1002 3.6981
C -1.9557 -0.6563 4.9617
C -0.8145 0.1199 5.1195
C -0.0182 0.3337 4.0126
N -0.2463 -0.1682 2.8186
Si -2.9858 -0.3007 0.1596
C -3.2063 1.5870 0.5732
C -2.4584 -0.3647 -1.6644
C -4.6945 -1.0816 0.4256
H 0.7806 -4.3210 1.8118
H -0.4785 -3.7644 2.8859
H 0.8513 -2.5798 2.3872
H -1.6830 -5.2864 0.5009
H -2.8055 -4.3639 -0.4517
H -2.9650 -4.2795 1.3335
H 0.7939 -3.6486 -1.0861
H 0.3492 -1.8669 -1.2855
H -0.6615 -3.1249 -1.9194
H -3.2762 -1.6617 3.5428
H -2.5096 -0.9680 5.8443
H -0.5585 0.6239 6.0412
H 0.8958 0.9185 4.1638
H -2.2795 2.1584 0.3326
H -3.5415 1.8284 1.6001
H -4.0249 1.9073 -0.1628
H -1.4428 0.0381 -1.9248
H -3.1582 0.2946 -2.2180
H -2.5113 -1.3834 -2.1243
H -5.1903 -0.7013 1.3451
H -4.7657 -2.1654 0.4354
H -5.3676 -0.6934 -0.3814
N 3.1484 2.2839 0.7085
C 4.3618 2.2268 -0.0973
C 5.2215 0.9947 0.2582
C 4.6719 -0.3481 -0.1647
N 3.4309 -0.7378 0.5106
H 2.8000 3.2247 0.7314
H 3.3760 2.0569 1.6702
H 4.9076 3.1672 0.0178
H 4.1019 2.1954 -1.1572
H 5.5225 0.9765 1.3247
H 6.1883 1.1358 -0.2272
H 5.4961 -1.0740 -0.0183
H 4.5380 -0.3430 -1.2783
H 3.5143 -0.6136 1.5146
H 3.2531 -1.7301 0.3454
Se -0.6709 4.3846 -1.1839
N 0.6016 3.1118 -1.4923
C 0.4937 2.8662 -2.8078
C 1.2792 1.8863 -3.4638
C 1.1927 1.7390 -4.8278
C 0.1772 2.4172 -5.5375
C -0.6750 3.2957 -4.9381
C -0.5280 3.6039 -3.5750
N -1.2710 4.4769 -2.8654
H 1.8942 1.2437 -2.8153
H 1.9499 1.2347 -5.3957
H 0.0727 2.2484 -6.5982
H -1.5523 3.6745 -5.4321
*
```

Results
- Energy relative to the best compared isomer or geometry (same formula, charge and spin): 0.0 kcal/mol
- HOMO (spin up / spin down): -13.56 / -13.56 eV
- Orbital gap (spin up / spin down): 4.36 / 4.36 eV

---

Density functional theory data (wB97M-V/def2-TZVPD) for a cluster of 2 separate species, C21H36O6S in total at a distorted geometry.

```
! RIJCOSX wB97M-V def2-TZVPD def2/J DEFGRID3
* xyz 0 1
C 1.1466 0.7147 4.4410
C 0.8986 2.1245 3.9021
C -0.3005 2.7768 4.6067
C 2.1335 2.9731 4.3168
C 0.7901 2.2229 2.3607
C 0.1020 1.0839 1.5921
C -1.2469 0.6131 2.1446
C 1.0453 -0.1527 1.4372
C -0.1964 1.5257 0.1395
C 0.3962 2.6187 -0.5645
C 0.0994 2.8411 -1.9551
C -0.8004 1.9818 -2.6377
O -1.1138 2.1013 -3.9800
C -0.0500 1.8983 -4.8953
C 0.8576 0.7054 -4.6271
O 0.0948 -0.4996 -4.5070
C 0.7410 -1.6506 -4.9846
C 0.9228 -2.7657 -3.9114
S 0.7229 -2.1518 -2.2401
C -0.8130 -2.8892 -1.6353
C -0.7398 -4.4021 -1.4286
O -0.0657 -4.6501 -0.2222
C -1.4388 0.9323 -1.9205
C -1.1296 0.7085 -0.5682
H 0.3360 0.0125 4.2594
H 2.0598 0.3077 4.0047
H 1.3061 0.7553 5.5185
H -1.1796 2.1385 4.6398
H -0.0102 2.9444 5.6475
H -0.5199 3.7570 4.1883
H 2.9272 2.8794 3.5723
H 2.5515 2.6313 5.2609
H 1.8887 4.0343 4.3610
H 0.2334 3.1391 2.1442
H 1.7775 2.3646 1.9185
H -1.3433 0.6616 3.2202
H -1.4437 -0.4065 1.8313
H -2.0575 1.2243 1.7407
H 0.6814 -1.0004 2.0143
H 2.0361 0.1006 1.8132
H 1.1383 -0.4256 0.3905
H 1.1035 3.2768 -0.0829
H 0.5633 3.6694 -2.4761
H 0.5546 2.8002 -5.0269
H -0.5264 1.7060 -5.8582
H 1.5513 0.6529 -5.4716
H 1.4703 0.8357 -3.7325
H 1.7211 -1.4316 -5.4050
H 0.1225 -2.0772 -5.7755
H 0.2656 -3.6072 -4.1120
H 1.9405 -3.1469 -3.9747
H 1.6717 -2.8321 -1.5694
H -0.9927 -2.4443 -0.6628
H -1.5727 -2.6049 -2.3600
H -0.2463 -4.9092 -2.2596
H -1.7740 -4.7478 -1.3835
H -0.6547 -5.0549 0.4187
H -2.1451 0.2941 -2.4379
H -1.6222 -0.1059 -0.0621
C -2.5639 -2.8911 2.5622
O -3.2343 -3.9392 2.6280
O -2.8450 -2.1226 1.3714
O -1.6869 -2.4164 3.2881
H -3.5380 -2.6824 0.9938
*
```

Results
- HOMO: -7.24 eV
- Orbital gap: 6.32 eV

---

Density functional theory data (wB97M-V/def2-TZVPD) for a structure of composition C21H36P2SeZn at a distorted geometry.

```
! RIJCOSX wB97M-V def2-TZVPD def2/J DEFGRID3
* xyz 0 1
P 0.0921 -1.9284 0.3455
P -0.2922 1.4813 0.5523
C -0.3107 -0.8506 -1.0876
C 0.1524 0.6112 -1.0047
H -1.3913 -0.8961 -1.2775
H 0.1996 -1.3467 -1.9133
H 1.2373 0.6716 -1.1626
H -0.3121 1.1871 -1.8047
C -2.0023 2.0590 0.4139
H -2.2066 2.6794 1.2983
H -2.6849 1.1995 0.4416
H -2.1777 2.6462 -0.4995
C 0.7643 2.9310 0.7620
H 0.8078 3.5440 -0.1484
H 1.7644 2.6017 1.0670
H 0.3517 3.5103 1.5963
C -1.0608 -3.3186 0.3751
H -0.8372 -3.9329 1.2556
H -0.9499 -3.9158 -0.5388
H -2.0868 -2.9436 0.4745
C 1.7671 -2.6089 0.1127
H 2.5225 -1.8229 0.2738
H 1.8842 -3.0529 -0.8891
H 1.9112 -3.3828 0.8846
Zn 0.1218 -0.2587 1.9996
C 0.3897 1.3924 -4.0353
C -0.9451 1.4419 -3.8684
C -1.9442 0.7545 -4.7429
C -1.5477 -0.6762 -5.1990
C -0.8376 -1.5150 -4.1747
C 0.4985 -1.6026 -4.0274
C 1.5084 -0.8089 -4.7872
C 1.1028 0.6573 -5.1268
C -0.4279 -1.5321 3.4284
H 1.0608 1.9840 -3.4020
H -1.4111 2.1090 -3.1341
H -2.1447 1.3503 -5.6482
H -2.8958 0.7214 -4.1923
H -2.4777 -1.1983 -5.4805
H -0.9243 -0.5993 -6.1002
H -1.5144 -2.1484 -3.5895
H 0.9427 -2.3899 -3.4095
H 1.7667 -1.3083 -5.7352
H 2.4361 -0.8062 -4.1934
H 2.0306 1.2074 -5.3516
H 0.4867 0.6554 -6.0334
H 0.0457 -1.2326 4.3752
H -0.0631 -2.5277 3.1305
H -1.5215 -1.5214 3.5470
Se 2.0657 0.7448 3.4247
C 1.3122 0.9870 5.1175
C 0.0287 1.5574 5.2968
C -0.5581 1.5888 6.5670
C 0.1346 1.1086 7.6905
C 1.4467 0.6260 7.5265
C 2.0309 0.5768 6.2665
H -0.5007 1.9292 4.4301
H -1.5591 2.0026 6.6855
H -0.3343 1.1238 8.6783
H 2.0178 0.2949 8.3960
H 3.0384 0.1899 6.1446
*
```

Results
- Energy relative to the best compared isomer or geometry (same formula, charge and spin): 0.0 kcal/mol
- HOMO: -6.10 eV
- Orbital gap: 6.29 eV